Entry 1:
DFT (ωB97M-V/def2-TZVPD) results for an isolated molecule of C3H3NOS2 in a non-equilibrium geometry.

The energy above the lowest of the compared OMol25 structures with the same formula, charge and spin comes out at 4.976 eV. The HOMO energy is -9.214 eV. The value obtained for the frontier orbital gap is 0.2685 Eh.

Structure (ORCA input):
```
! wB97M-V def2-TZVPD RIJCOSX def2/J DEFGRID3
* xyz 0 1
S 0.539 1.096 -0.478
S -3.775 -0.197 0.023
O -1.886 1.896 0.397
N 1.224 -0.422 -0.147
C -1.255 0.847 -0.013
C -2.122 -0.345 -0.324
C 2.522 -0.435 0.470
H -1.536 -1.224 -1.029
H 3.267 0.302 0.815
H 3.024 -1.518 0.287
*
```

=====

Entry 2:
DFT (ωB97M-V/def2-TZVPD) results for an isolated molecule of C3H3NOS2 in a non-equilibrium geometry.

The energy above the lowest of the compared OMol25 structures with the same formula, charge and spin comes out at 2.907 eV. The HOMO energy is -8.916 eV. The value obtained for the frontier orbital gap is 0.2874 Eh.

Structure (ORCA input):
```
! wB97M-V def2-TZVPD RIJCOSX def2/J DEFGRID3
* xyz 0 1
S 0.277 1.146 -0.213
S -1.914 -0.673 -0.362
O 2.783 0.097 -0.312
N -0.340 -1.421 0.129
C 1.950 -0.823 -0.046
C 0.583 -0.488 -0.087
C -1.570 0.996 0.112
H 2.155 -1.965 0.082
H -2.240 1.671 -0.632
H -1.683 1.458 1.330
*
```

=====

Entry 3:
DFT (ωB97M-V/def2-TZVPD) results for an isolated molecule of C3H3NOS2 in a non-equilibrium geometry.

The energy above the lowest of the compared OMol25 structures with the same formula, charge and spin comes out at 0.267 eV. The HOMO energy is -9.244 eV. The value obtained for the frontier orbital gap is 0.3195 Eh.

Structure (ORCA input):
```
! wB97M-V def2-TZVPD RIJCOSX def2/J DEFGRID3
* xyz 0 1
S -2.510 -0.844 -0.001
S 2.864 -0.825 -0.001
O 0.965 1.007 -0.001
N 0.175 -1.058 0.000
C -0.969 -0.318 -0.001
C -0.470 1.110 -0.009
C 1.332 -0.278 0.000
H -0.813 1.635 0.933
H 0.226 -2.067 -0.014
H -0.800 1.637 -0.906
*
```

=====

Entry 4:
DFT (ωB97M-V/def2-TZVPD) results for an isolated molecule of C3H3NS2 in a non-equilibrium geometry.

The energy above the lowest of the compared OMol25 structures with the same formula, charge and spin comes out at 4.442 eV. The HOMO energy is -7.796 eV. The value obtained for the frontier orbital gap is 0.2747 Eh.

Structure (ORCA input):
```
! wB97M-V def2-TZVPD RIJCOSX def2/J DEFGRID3
* xyz 0 1
S -1.431 0.236 -1.421
S -0.948 1.691 0.052
N 0.137 -1.201 0.104
C 0.678 1.627 0.045
C -1.028 -1.153 -0.389
C 1.105 -0.678 0.611
H -1.759 -1.925 -0.253
H 2.140 -0.850 0.424
H 1.106 2.253 0.826
*
```

=====

Entry 5:
DFT (ωB97M-V/def2-TZVPD) results for an isolated molecule of C3H3NS2 in a non-equilibrium geometry.

The energy above the lowest of the compared OMol25 structures with the same formula, charge and spin comes out at 1.931 eV. The HOMO energy is -8.576 eV. The value obtained for the frontier orbital gap is 0.2899 Eh.

Structure (ORCA input):
```
! wB97M-V def2-TZVPD RIJCOSX def2/J DEFGRID3
* xyz 0 1
S 2.679 0.267 -0.140
S -2.584 0.249 -0.134
N -0.087 1.245 0.203
C 0.066 -0.945 0.024
C 1.170 -0.001 0.049
C -1.011 0.274 -0.092
H -0.288 2.245 -0.113
H -0.276 -1.553 0.854
H 0.329 -1.782 -0.652
*
```

=====

Entry 6:
DFT (ωB97M-V/def2-TZVPD) results for the ion C3H3O2 with charge +1 in a non-equilibrium geometry.

The energy above the lowest of the compared OMol25 structures with the same formula, charge and spin comes out at 2.734 eV. The HOMO energy is -15.949 eV. The value obtained for the frontier orbital gap is 0.3636 Eh.

Structure (ORCA input):
```
! wB97M-V def2-TZVPD RIJCOSX def2/J DEFGRID3
* xyz 1 1
O 1.425 1.904 -0.249
O -0.793 -1.787 -0.894
C -0.341 -0.916 -0.220
C 0.398 1.526 0.084
C 0.161 -0.034 0.583
H -0.341 -2.601 -1.175
H -0.007 -0.057 1.688
H -0.503 1.965 0.183
*
```

=====

Entry 7:
DFT (ωB97M-V/def2-TZVPD) results for an isolated molecule of C3H3O2P in a non-equilibrium geometry.

The energy above the lowest of the compared OMol25 structures with the same formula, charge and spin comes out at 2.265 eV. The HOMO energy is -10.090 eV. The value obtained for the frontier orbital gap is 0.3886 Eh.

Structure (ORCA input):
```
! wB97M-V def2-TZVPD RIJCOSX def2/J DEFGRID3
* xyz 0 1
P -1.156 1.045 -0.259
O 1.382 1.718 0.826
O 0.249 0.123 -0.296
C 1.326 0.736 0.117
C 2.390 -0.038 -0.513
C 2.671 -0.846 -1.371
H -0.906 1.767 0.871
H -1.963 0.166 0.512
H 2.913 -1.663 -1.976
*
```

=====

Entry 8:
DFT (ωB97M-V/def2-TZVPD) results for a cluster of 2 separate species, C3H3O2P in total in a non-equilibrium geometry.

The energy above the lowest of the compared OMol25 structures with the same formula, charge and spin comes out at 2.688 eV. The HOMO energy is -10.135 eV. The value obtained for the frontier orbital gap is 0.3437 Eh.

Structure (ORCA input):
```
! wB97M-V def2-TZVPD RIJCOSX def2/J DEFGRID3
* xyz 0 1
P -1.653 1.245 -0.473
O -1.284 1.925 0.762
O 1.148 0.183 -1.051
C -1.578 -0.539 -0.055
C -1.482 -1.740 0.040
C 1.866 0.506 -0.140
H -1.278 -2.668 0.366
H 1.371 0.929 0.743
H 2.890 0.159 -0.192
*
```